(1)
16
Properties=species:S:1:pos:R:3:lowdin_charge:R:1 method="wB97M-V/def2-TZVPD" lumo_energy_ev=1.04 max_force_ev_per_a=2.8 charge=0 energy_ev=-11451.93937 homo_ev=-9.38 spin_multiplicity=1 e_above_lowest_kj_mol=538.36 orbital_gap_ev=10.4
C -0.799 1.204 1.499 -0.11
C -1.006 -0.289 -0.419 -0.33
C 0.202 -0.551 -1.476 -0.04
C 1.431 -0.819 -0.462 -0.07
C 0.718 -0.085 0.601 -0.36
H -1.545 0.727 2.138 0.13
H -0.757 2.278 1.696 0.14
H -1.938 -0.644 -0.866 0.16
H 0.372 0.309 -2.150 0.12
H -0.109 -1.499 -1.944 0.12
H 1.698 -1.873 -0.284 0.12
H 2.316 -0.346 -0.933 0.12
H 0.575 0.803 0.011 0.12
O -1.220 1.081 0.105 -0.09
O 0.536 0.618 1.839 -0.02
O -0.474 -0.914 0.644 -0.01



(2)
17
Properties=species:S:1:pos:R:3:lowdin_charge:R:1 method="wB97M-V/def2-TZVPD" lumo_energy_ev=0.32 max_force_ev_per_a=4.0 charge=0 energy_ev=-13503.09986 smiles="O=C(O)[C@@H]1C[C@@H]1OCO" homo_ev=-9.74 spin_multiplicity=1 e_above_lowest_kj_mol=191.34 orbital_gap_ev=10.1
O -2.437 0.195 1.432 0.10
C -1.681 0.711 0.621 -0.50
O -0.966 1.737 1.033 0.09
C -1.214 0.019 -0.631 -0.13
C -1.167 -1.480 -0.798 -0.02
C 0.106 -0.713 -0.708 -0.28
O 0.835 -0.909 0.461 -0.04
C 1.855 0.000 0.714 -0.19
O 1.594 1.441 0.513 -0.04
H 0.021 1.678 0.760 0.09
H -1.511 0.581 -1.520 0.15
H -1.458 -1.908 -1.756 0.11
H -1.427 -2.082 0.074 0.13
H 0.715 -0.563 -1.605 0.16
H 2.696 -0.240 0.043 0.13
H 2.184 -0.170 1.745 0.14
H 1.855 1.702 -0.376 0.11



(3)
17
Properties=species:S:1:pos:R:3:lowdin_spin:R:1 method="wB97M-V/def2-TZVPD" lumo_energy_ev="0.69 / -1.87" max_force_ev_per_a=11.6 charge=0 energy_ev=-13497.26957 homo_ev="-4.75 / -8.63" spin_multiplicity=3 e_above_lowest_kj_mol=248.04 orbital_gap_ev="5.4 / 6.8"
C -1.806 0.326 -0.129 0.76
C -1.091 1.416 -0.237 0.84
C -1.111 -0.869 0.337 0.14
C 0.715 0.774 0.035 0.00
C 0.350 -0.768 0.057 0.01
O 1.321 1.109 1.174 0.00
O 1.353 1.241 -1.070 0.05
O 0.973 -1.458 1.023 0.01
O 0.775 -1.169 -1.335 0.00
H -2.805 0.413 -0.273 0.05
H -1.197 2.400 -0.487 0.06
H -1.239 -1.085 1.411 0.05
H -1.700 -1.697 0.047 0.02
H 1.518 1.987 1.199 0.00
H 1.201 0.615 -1.800 0.00
H 1.818 -1.088 1.293 0.00
H 0.926 -2.148 -1.245 0.00



(4)
18
Properties=species:S:1:pos:R:3:lowdin_charge:R:1 method="wB97M-V/def2-TZVPD" lumo_energy_ev=0.41 max_force_ev_per_a=1.4 charge=0 energy_ev=-15552.77162 smiles="C=C(C)C(=O)O.O=C(O)O" homo_ev=-10.03 spin_multiplicity=1 e_above_lowest_kj_mol=0.00 orbital_gap_ev=10.4
C -0.431 -1.585 -1.145 0.11
C -0.375 -0.242 -1.143 -0.27
C -1.603 0.611 -1.136 -0.05
C 0.966 0.383 -1.136 -0.52
O 2.025 -0.179 -1.353 0.08
O 0.914 1.679 -0.792 0.10
H -1.381 -2.109 -1.126 0.08
H 0.469 -2.195 -1.142 0.08
H -1.425 1.596 -1.577 0.08
H -1.961 0.752 -0.111 0.08
H -2.405 0.146 -1.720 0.09
H 1.856 1.929 -0.690 0.15
O -0.296 -1.096 2.413 0.10
C 0.502 -0.203 2.223 -0.68
O 0.217 1.098 2.289 0.14
O 1.779 -0.374 1.880 0.14
H -0.737 1.128 2.489 0.14
H 1.886 -1.340 1.776 0.15



(5)
15
Properties=species:S:1:pos:R:3:lowdin_charge:R:1 method="wB97M-V/def2-TZVPD" lumo_energy_ev=-0.50 max_force_ev_per_a=6.7 charge=0 energy_ev=-18191.44187 homo_ev=-8.66 spin_multiplicity=1 e_above_lowest_kj_mol=565.47 orbital_gap_ev=8.2
C -2.656 -0.297 0.160 -0.42
C 0.325 -0.376 -0.185 -0.69
C 0.115 1.097 -0.169 -0.18
C 1.564 -1.009 -0.079 -0.15
C 2.877 -0.262 0.162 -0.19
H -2.508 0.586 0.873 0.04
H -3.582 -0.850 0.341 0.02
H -2.850 0.294 -0.895 0.07
H 1.054 1.647 -0.914 0.15
H -1.253 1.496 -0.593 0.16
H 0.056 1.405 1.234 0.19
H 1.425 -2.208 -0.154 0.14
H 2.589 0.841 0.305 0.11
O 4.008 -0.905 -0.016 -0.06
S -1.164 -1.460 -0.070 0.81



(6)
16
Properties=species:S:1:pos:R:3:lowdin_charge:R:1 method="wB97M-V/def2-TZVPD" lumo_energy_ev=-0.47 max_force_ev_per_a=6.8 charge=0 energy_ev=-29028.09746 homo_ev=-9.19 spin_multiplicity=1 e_above_lowest_kj_mol=442.27 orbital_gap_ev=8.7
C -0.578 0.395 -1.051 -0.48
C -1.636 -0.511 -0.380 -0.19
C -1.800 -0.553 1.121 -0.17
C -1.154 -1.734 0.461 -0.14
C 0.707 0.290 -0.220 -1.13
H -0.738 2.415 -0.355 0.24
H -0.201 0.179 -2.008 0.11
H -2.306 -0.668 -1.100 0.09
H -2.806 -0.599 1.871 0.16
H -1.299 0.174 1.770 0.04
H -0.090 -2.009 0.792 0.08
H -1.792 -2.581 0.467 0.08
H 2.670 -0.731 0.416 -0.11
O -1.328 1.585 -1.175 -0.14
S 1.791 -1.026 -0.531 0.81
S 0.956 1.265 1.029 0.74



(7)
15
Properties=species:S:1:pos:R:3:lowdin_charge:R:1 method="wB97M-V/def2-TZVPD" lumo_energy_ev=0.93 max_force_ev_per_a=3.8 charge=0 energy_ev=-15237.22462 smiles=C[SiH2]c1ccco1 homo_ev=-8.75 spin_multiplicity=1 e_above_lowest_kj_mol=167.43 orbital_gap_ev=9.7
C -2.277 -0.732 -0.132 -0.22
Si -0.554 -0.935 0.759 0.68
C 0.811 -0.040 -0.100 -0.25
C 1.973 -0.145 -0.751 -0.08
C 2.551 1.258 -0.938 -0.08
C 1.522 2.093 -0.781 -0.24
O 0.487 1.579 -0.138 -0.08
H -2.602 0.330 -0.071 0.03
H -2.099 -0.865 -1.225 0.04
H -2.871 -1.379 0.435 -0.02
H -0.372 -0.743 2.152 -0.05
H -0.205 -2.224 0.368 -0.06
H 2.751 -0.899 -0.974 0.11
H 3.455 1.542 -1.481 0.09
H 1.602 3.180 -0.840 0.13



(8)
15
Properties=species:S:1:pos:R:3:lowdin_charge:R:1 method="wB97M-V/def2-TZVPD" lumo_energy_ev=-0.17 max_force_ev_per_a=4.7 charge=0 energy_ev=-23887.23616 homo_ev=-8.25 spin_multiplicity=1 e_above_lowest_kj_mol=321.83 orbital_gap_ev=8.1
C -2.402 -0.199 -2.502 -0.05
C -1.987 -1.388 -2.313 -0.09
C -2.260 -0.672 -0.938 -0.63
C 2.457 0.238 2.052 -0.21
C 1.592 0.945 1.063 -0.62
P -1.288 0.473 0.022 0.53
P 0.598 -0.221 -0.077 0.55
H -2.731 0.638 -2.917 0.04
H -2.010 -2.432 -2.627 0.10
H -3.316 -0.994 -0.444 0.10
H 3.257 -0.218 1.412 0.09
H 2.963 1.043 2.576 0.07
H 2.056 -0.434 2.676 0.02
H 2.324 1.582 0.536 0.06
H 0.748 1.640 1.479 0.05



(9)
14
Properties=species:S:1:pos:R:3:lowdin_charge:R:1 method="wB97M-V/def2-TZVPD" lumo_energy_ev=0.06 max_force_ev_per_a=4.7 charge=0 energy_ev=-16146.00790 homo_ev=-8.16 spin_multiplicity=1 e_above_lowest_kj_mol=350.19 orbital_gap_ev=8.2
C -0.204 -0.103 -0.267 -0.02
C -1.324 -0.219 0.451 -0.28
C 1.704 -0.086 0.725 -0.71
C -2.712 -0.069 -0.096 -0.13
C 2.603 0.287 -0.324 -0.19
S 1.680 -0.584 2.261 0.69
H -0.064 0.247 -1.299 0.06
H -1.072 -0.422 1.525 0.07
H -2.696 0.776 -0.896 0.10
H -2.846 -1.015 -0.692 0.08
H -3.433 0.015 0.756 0.08
H 3.610 0.568 -0.189 0.06
H 2.603 -0.502 -1.033 0.08
H 2.152 1.106 -0.921 0.09



(10)
14
Properties=species:S:1:pos:R:3:lowdin_charge:R:1 method="wB97M-V/def2-TZVPD" lumo_energy_ev=1.10 max_force_ev_per_a=2.9 charge=0 energy_ev=-16147.68540 smiles="C=CS/C=C/C" homo_ev=-7.71 spin_multiplicity=1 e_above_lowest_kj_mol=188.34 orbital_gap_ev=8.8
C 1.365 0.390 2.873 -0.10
C 0.674 0.030 1.828 -0.59
S 0.742 0.573 0.195 0.92
C -0.559 -0.346 -0.493 -0.45
C -0.939 -0.107 -1.778 -0.27
C -1.755 -0.938 -2.642 -0.13
H 0.853 0.134 3.850 0.08
H 2.243 1.005 2.887 0.05
H -0.042 -0.836 1.978 0.08
H -1.147 -0.892 0.263 0.08
H -0.551 0.784 -2.298 0.10
H -2.583 -0.377 -2.871 0.04
H -1.288 -1.302 -3.558 0.08
H -2.073 -1.859 -2.103 0.09



(11)
14
Properties=species:S:1:pos:R:3:lowdin_charge:R:1 method="wB97M-V/def2-TZVPD" lumo_energy_ev=1.01 max_force_ev_per_a=2.6 charge=0 energy_ev=-16149.23665 smiles="C[C@H]1C=CCS1" homo_ev=-8.47 spin_multiplicity=1 e_above_lowest_kj_mol=38.66 orbital_gap_ev=9.5
C 1.613 1.101 -0.322 -0.12
C 0.111 0.953 -0.305 -0.61
C -0.361 -0.365 -0.926 -0.16
C -1.031 -1.230 -0.215 -0.16
C -1.117 -0.917 1.292 -0.47
S -0.620 0.792 1.368 0.87
H 1.920 2.108 -0.007 0.08
H 1.945 0.837 -1.292 0.06
H 2.027 0.312 0.310 0.08
H -0.405 1.773 -0.773 0.09
H -0.157 -0.597 -2.018 0.13
H -1.396 -2.149 -0.628 0.10
H -2.082 -1.016 1.727 0.05
H -0.448 -1.602 1.789 0.07



(12)
14
Properties=species:S:1:pos:R:3:lowdin_charge:R:1 method="wB97M-V/def2-TZVPD" lumo_energy_ev=0.02 max_force_ev_per_a=2.9 charge=0 energy_ev=-16146.29111 smiles="CC(C)=S.C#C" homo_ev=-8.37 spin_multiplicity=1 e_above_lowest_kj_mol=322.86 orbital_gap_ev=8.4
C -1.179 -0.062 1.409 -0.17
C -1.063 0.756 0.171 -0.85
C -1.540 0.243 -1.148 -0.14
S 0.018 2.003 0.255 0.67
H -2.241 -0.076 1.699 0.09
H -0.587 0.452 2.200 0.06
H -0.872 -1.083 1.291 0.07
H -2.229 -0.617 -0.859 0.10
H -0.581 0.050 -1.668 0.08
H -2.188 0.874 -1.762 0.08
C 2.655 -0.977 -0.607 -0.01
C 3.512 -0.408 0.000 0.00
H 2.326 -1.609 -1.365 0.00
H 3.968 0.454 0.384 0.01